{"formula": "C3H7O6PSi", "method": "ωB97M-V/def2-TZVPD", "total_charge": -2, "largest_force_ev_per_a": 3.2, "e_above_lowest_kj_mol": 70.4, "homo_lumo_gap_ha": 0.3047, "species": ["C", "C", "C", "O", "O", "O", "O", "O", "O", "Si", "P", "H", "H", "H", "H", "H", "H", "H"], "positions_angstrom": [[-0.9469, 1.6594, -1.1651], [-1.1573, 0.2712, -0.6997], [-0.2663, -0.6854, -0.8375], [-1.1458, -3.3148, -0.8713], [-1.7827, -1.9307, 1.1587], [0.7726, -2.5021, 0.6917], [3.0496, 0.0235, 0.9400], [2.0986, 2.5219, 0.1228], [0.7316, 1.0585, 1.9220], [2.0592, 1.1795, 0.9231], [-0.7499, -2.2337, 0.0951], [-1.4331, 2.1765, -0.2979], [-1.3296, 1.9723, -2.1133], [-1.9628, 0.0020, -0.0971], [0.5628, -0.5990, -1.5180], [1.1154, -1.6626, 0.9319], [0.0522, 1.8951, -1.0839], [0.3321, 0.1683, 1.8982]], "atomic_forces_ev_per_a": [[-2.37, 0.21, 2.10], [1.40, 0.13, -1.41], [-1.16, -1.63, 0.56], [0.74, 0.03, 0.18], [1.13, 0.40, -0.17], [-1.38, -1.74, -0.17], [0.56, -1.22, 0.23], [-0.06, -0.42, 0.49], [-0.30, -0.54, -0.07], [-0.54, 1.79, -0.76], [-0.30, -0.23, -0.98], [0.25, 0.66, -1.09], [-0.62, 0.07, -0.60], [-1.56, 0.10, 1.02], [0.54, -0.07, 0.10], [1.16, 1.26, 0.44], [2.35, 0.67, -0.08], [0.16, 0.54, 0.22]], "nbo_charge": [-0.671, -0.173, -0.620, -1.195, -1.195, -1.012, -1.319, -1.326, -1.132, 2.286, 2.311, 0.205, 0.185, 0.211, 0.207, 0.489, 0.253, 0.498]}